(1)
The following is a quantum chemistry calculation of C34H40BaCl3N8O9 as an isolated structure in a non-equilibrium geometry, from the Open Molecules 2025 dataset.

XYZ file:
```
95
Properties=species:S:1:pos:R:3:forces:R:3
Ba -2.0880 -0.8277 0.0472 0.726 -1.451 -4.012
C -1.6175 -3.8930 -1.6763 -0.042 0.133 0.106
C -3.0972 -3.8998 -2.0233 -0.078 0.119 -0.009
O -3.7151 -2.6404 -1.7604 0.222 0.034 -0.191
C -4.0589 -1.8555 -2.9067 0.017 -0.057 0.105
C -2.8714 -1.1313 -3.5212 0.044 0.052 0.141
O -2.4117 -0.0552 -2.7004 -0.122 -0.111 -0.180
C -3.0556 1.1909 -2.9486 -0.044 -0.041 0.055
C -2.9450 2.0103 -1.6788 -0.075 -0.253 -0.144
O -3.4661 1.2750 -0.5784 -0.527 0.688 -0.246
C -4.8823 1.3254 -0.4373 -0.052 -0.095 0.109
C -5.2905 0.3986 0.6829 0.080 0.019 0.007
O -4.9319 -0.9327 0.3078 -0.130 0.070 0.162
C -5.3377 -1.9476 1.2294 0.180 -0.043 -0.058
C -4.2727 -2.2440 2.2761 -0.066 0.125 -0.123
O -3.0361 -2.6247 1.6620 -0.354 -0.497 0.394
C -2.8782 -4.0106 1.3944 0.074 0.048 -0.126
C -1.5130 -4.1732 0.7483 -0.132 0.078 0.081
O -1.3424 -3.3294 -0.3934 0.088 -0.780 -0.051
H -1.0705 -3.2631 -2.3748 0.119 -0.026 -0.060
H -1.2247 -4.9112 -1.7438 0.062 -0.003 0.013
H -3.6238 -4.6461 -1.4284 -0.052 -0.028 0.020
H -3.2066 -4.1845 -3.0747 -0.013 0.007 0.000
H -4.7956 -1.1337 -2.5479 -0.009 -0.037 -0.010
H -4.5368 -2.4826 -3.6660 0.002 -0.042 0.028
H -3.1259 -0.7697 -4.5216 0.012 0.008 0.014
H -2.0313 -1.8194 -3.6097 0.045 0.040 -0.165
H -4.1050 1.0326 -3.2126 -0.035 -0.035 -0.005
H -2.5716 1.7085 -3.7795 0.031 0.030 -0.058
H -3.4553 2.9691 -1.7910 0.021 0.056 0.021
H -1.8914 2.1936 -1.4623 -0.007 0.064 0.081
H -5.3761 1.0091 -1.3614 0.017 0.030 -0.062
H -5.2002 2.3432 -0.1955 0.016 0.041 -0.002
H -6.3713 0.4776 0.8307 -0.041 -0.039 -0.014
H -4.7821 0.6891 1.6030 -0.024 0.006 0.044
H -5.5225 -2.8375 0.6266 -0.055 0.009 -0.044
H -6.2676 -1.6664 1.7309 -0.038 0.005 -0.024
H -4.6243 -3.0243 2.9560 0.025 -0.038 -0.008
H -4.0521 -1.3531 2.8606 0.022 -0.017 0.056
H -3.6796 -4.3779 0.7485 -0.059 0.018 -0.020
H -2.8925 -4.5822 2.3261 -0.032 -0.027 0.059
H -1.3277 -5.2180 0.4919 0.000 -0.032 -0.021
H -0.7641 -3.8485 1.4715 0.080 -0.040 -0.014
C 2.1291 -0.1719 4.1760 -0.116 0.001 0.023
N 1.5796 -0.5991 2.8920 0.276 0.351 0.051
C 0.6610 0.0282 2.1609 0.108 -0.140 -0.053
N 0.3992 -0.6718 1.0696 0.747 -0.158 0.078
C 1.2380 -1.7470 1.1893 0.002 0.209 0.071
N 1.9748 -1.7356 2.2779 -0.209 0.057 -0.078
C 2.7995 1.1855 4.1465 -0.073 -0.002 -0.159
C 2.7884 1.9636 5.2978 -0.043 -0.041 0.077
C 3.4008 3.2081 5.3139 -0.013 0.046 0.098
C 4.0178 3.7018 4.1786 0.052 0.071 -0.035
C 4.0315 2.9303 3.0213 -0.082 -0.176 -0.004
C 3.4299 1.6720 3.0093 0.077 0.013 -0.031
C 4.6474 3.4576 1.8068 0.095 0.200 -0.141
N 5.0770 4.6487 1.5719 0.075 -0.008 0.009
N 5.5238 4.6579 0.2566 -0.122 0.010 0.006
C 5.3125 3.4759 -0.2094 0.156 0.210 0.184
O 4.7740 2.6540 0.7227 -0.201 -0.321 -0.016
C 5.5529 2.9598 -1.5526 -0.002 -0.066 -0.002
C 5.8871 3.8313 -2.5855 -0.009 0.032 0.012
C 6.0637 3.3336 -3.8656 0.006 -0.004 -0.026
C 5.9036 1.9769 -4.1207 0.024 -0.021 -0.017
C 5.5866 1.1026 -3.0880 -0.036 -0.062 -0.074
C 5.3714 -0.3684 -3.3541 -0.152 0.155 0.036
N 3.9579 -0.6873 -3.5672 0.213 -0.021 0.168
C 2.9627 -0.7275 -2.6701 -0.009 0.063 0.007
N 1.8207 -1.0095 -3.2644 -0.062 -0.101 -0.165
C 2.1949 -1.1374 -4.5680 -0.035 -0.003 0.009
N 3.4779 -0.9508 -4.7975 -0.156 0.054 0.145
C 5.4216 1.5994 -1.8042 -0.060 -0.019 0.070
H 2.8265 -0.9468 4.4808 0.046 -0.101 -0.035
H 1.3045 -0.1559 4.8877 0.004 -0.022 0.080
H 0.2278 0.9786 2.4329 0.080 -0.104 0.041
H 1.3072 -2.5297 0.4467 -0.014 0.054 0.089
H 2.2944 1.5952 6.1918 0.015 0.029 -0.070
H 3.3841 3.8021 6.2194 0.005 -0.026 -0.048
H 4.4854 4.6787 4.1723 -0.027 -0.055 -0.002
H 3.4632 1.0822 2.0999 -0.056 0.001 0.051
H 5.9971 4.8866 -2.3696 -0.005 -0.039 -0.032
H 6.3203 4.0060 -4.6744 -0.004 -0.016 0.033
H 6.0279 1.5922 -5.1279 -0.006 0.042 0.063
H 5.7288 -0.9642 -2.5164 0.023 -0.045 0.028
H 5.8918 -0.6816 -4.2521 0.012 -0.076 -0.076
H 3.0966 -0.5374 -1.6126 0.049 -0.037 -0.162
H 1.5093 -1.3770 -5.3675 0.051 0.022 0.078
H 5.1835 0.9287 -0.9844 0.025 0.028 -0.062
Cl -4.3369 1.7272 4.2165 -0.002 -0.016 -0.056
C -2.7083 1.9790 3.5375 0.095 -0.157 -0.044
Cl -2.8083 3.1093 2.1746 -0.006 -0.145 -0.041
Cl -1.6539 2.6746 4.7645 0.011 0.020 0.008
C -2.1817 0.5422 3.1278 -0.040 -0.012 -0.115
O -1.6557 -0.1056 4.0087 -0.120 -0.007 -0.293
O -2.3793 0.1954 1.8999 -0.484 2.345 4.468
```
Positions in Å, forces in eV/Å.

Calculated values
Energy above the lowest of the compared OMol25 structures with the same formula, charge and spin = 35.90 kcal/mol
E_LUMO = -1.944 eV
Total charge = +1

Mulliken population analysis, charges in e, atoms 1 to 8: 1.452, -0.609, -0.746, -0.106, -0.464, -0.606, -0.127, -0.698

(2)
The following is a quantum chemistry calculation of C38H40N5NaO3S6Sb2 as an isolated structure, from the Open Molecules 2025 dataset.

XYZ file:
```
95
Properties=species:S:1:pos:R:3:forces:R:3
Na 0.4176 0.3103 -0.6861 0.471 0.129 0.263
C -0.5505 4.8216 -2.2884 0.065 -0.054 0.071
N -1.5279 3.9305 -1.6977 -0.119 0.120 -0.144
C -2.2908 4.4997 -0.6063 0.033 0.004 0.096
C -1.3983 2.6026 -1.8885 -0.014 0.001 -0.063
O -0.6754 2.1122 -2.7488 0.013 0.027 0.039
C -2.2494 1.6819 -1.0070 0.121 -0.001 0.016
O -1.8005 0.3578 -1.1576 -0.288 0.032 0.027
C -2.2409 -0.2806 -2.3335 -0.037 0.016 0.018
C -1.1206 -1.1677 -2.8554 -0.022 -0.070 0.062
O -0.0010 -1.1207 -2.3671 -0.066 -0.123 -0.106
N -1.4103 -1.9833 -3.8994 0.006 0.051 -0.022
C -0.3879 -2.8737 -4.3998 0.007 0.013 0.000
C -2.7267 -2.1530 -4.4696 0.000 0.001 -0.025
H -0.0358 5.3560 -1.4867 0.005 0.025 -0.003
H -1.0346 5.5329 -2.9659 0.027 0.015 0.020
H 0.1829 4.2303 -2.8273 -0.030 0.004 -0.052
H -1.6548 4.6306 0.2717 0.035 -0.031 0.119
H -3.1407 3.8730 -0.3470 0.002 0.006 0.007
H -2.6788 5.4743 -0.9111 0.009 -0.010 -0.033
H -3.3146 1.7737 -1.2539 -0.006 -0.005 -0.017
H -2.0982 1.9432 0.0403 0.057 0.019 -0.025
H -2.4589 0.4591 -3.1111 -0.043 -0.064 -0.007
H -3.1400 -0.8642 -2.1096 0.029 -0.061 0.010
H 0.5176 -2.7274 -3.8175 0.004 -0.008 -0.013
H -0.1805 -2.6662 -5.4551 -0.015 -0.001 -0.001
H -0.7188 -3.9109 -4.2995 0.005 -0.010 0.013
H -3.4637 -1.5360 -3.9689 -0.023 -0.024 0.011
H -3.0489 -3.1928 -4.3655 -0.012 0.010 0.033
H -2.7173 -1.8954 -5.5346 0.023 -0.007 -0.002
N 4.0411 -2.6109 0.2348 0.007 0.048 0.041
C 4.2920 -3.4229 -0.8841 -0.010 -0.064 -0.028
C 4.8101 -4.7005 -0.7284 -0.017 0.019 0.027
C 5.0773 -5.4904 -1.8387 -0.005 0.007 -0.024
C 4.7931 -5.0169 -3.1093 0.012 -0.018 0.012
C 4.2404 -3.7514 -3.2626 -0.016 0.017 -0.004
C 4.0137 -2.9404 -2.1613 0.000 -0.009 0.013
S 3.3864 -1.3064 -2.3379 0.036 0.021 -0.015
N 2.6314 -1.0400 -0.8476 0.077 -0.017 -0.043
C 3.0323 -1.6434 0.1939 -0.038 -0.014 -0.129
C 2.4147 -1.3011 1.5027 -0.043 0.006 0.219
C 3.1317 -1.3941 2.6895 0.035 -0.036 -0.116
C 2.4999 -1.0401 3.8731 -0.075 -0.028 0.044
C 1.1918 -0.5994 3.8267 0.056 -0.035 0.019
C 0.5654 -0.5252 2.5874 -0.016 -0.004 -0.033
N 1.1549 -0.8740 1.4543 -0.088 -0.012 -0.062
H 4.0629 -3.1137 1.1086 0.020 0.001 -0.005
H 5.0117 -5.0722 0.2702 -0.003 -0.004 -0.002
H 5.4936 -6.4803 -1.7032 0.001 0.000 0.000
H 4.9842 -5.6314 -3.9794 0.000 -0.002 0.002
H 3.9859 -3.3806 -4.2484 -0.006 0.001 0.002
H 4.1762 -1.6802 2.6894 -0.001 0.000 0.000
H 3.0373 -1.0753 4.8125 0.003 -0.001 -0.001
H 0.6707 -0.2722 4.7147 -0.004 -0.002 0.001
H -0.4464 -0.1501 2.5027 -0.003 0.003 -0.006
S -5.2207 -2.6299 -1.4689 0.018 -0.008 0.003
Sb -3.9531 -3.8936 -0.0711 -0.094 -0.007 -0.006
S -2.2098 -2.3735 0.9489 -0.016 -0.013 -0.151
S -0.9617 -3.9757 0.4513 0.105 -0.052 0.078
S -1.8608 -4.4480 -1.3787 -0.010 0.039 -0.028
S 0.8607 2.6713 0.5728 -0.195 0.111 -0.037
Sb 0.8366 2.9911 3.0505 0.052 0.026 0.181
C 1.1646 4.0207 5.3635 -0.120 -0.077 -0.025
C 2.0987 3.4213 6.2213 0.031 -0.011 0.007
C 2.1350 3.6404 7.5959 0.024 -0.001 -0.015
C 1.2140 4.4944 8.1908 -0.013 0.010 -0.019
C 0.2757 5.1207 7.3797 0.013 0.006 0.004
C 0.2615 4.8820 6.0065 0.045 0.034 -0.003
C 2.9677 3.3854 2.9537 0.021 0.045 -0.033
C 3.8126 2.3545 3.3610 0.004 -0.021 0.005
C 5.1971 2.4745 3.3021 -0.013 0.001 -0.001
C 5.7728 3.6436 2.8286 0.005 0.009 -0.006
C 4.9467 4.6794 2.4063 -0.001 -0.019 0.008
C 3.5671 4.5443 2.4638 -0.012 0.010 0.013
C -0.3566 4.7881 2.8171 0.022 0.017 -0.074
C 0.0636 6.0122 2.2992 -0.008 -0.010 -0.039
C -0.8118 7.0821 2.1662 -0.008 -0.013 -0.002
C -2.1434 6.9523 2.5454 0.007 0.015 -0.013
C -2.5827 5.7415 3.0606 0.009 -0.025 -0.011
C -1.6942 4.6790 3.1942 -0.026 0.012 -0.034
H 2.8500 2.7507 5.8053 -0.020 -0.016 -0.013
H 2.8865 3.1437 8.2051 -0.005 0.006 0.007
H 1.2299 4.6703 9.2615 0.000 0.003 0.000
H -0.4521 5.7996 7.8176 0.007 -0.002 0.009
H -0.4912 5.4052 5.4205 -0.007 -0.024 -0.007
H 3.3842 1.4244 3.7226 0.021 0.068 -0.009
H 5.8250 1.6496 3.6237 0.008 -0.002 0.000
H 6.8511 3.7457 2.7785 0.000 -0.001 0.000
H 5.3821 5.5950 2.0197 0.001 0.001 0.000
H 2.9506 5.3562 2.0995 0.016 -0.001 0.008
H 1.0886 6.1364 1.9735 -0.018 -0.006 -0.012
H -0.4544 8.0215 1.7572 -0.003 0.005 0.005
H -2.8283 7.7859 2.4376 -0.004 0.000 0.002
H -3.6177 5.6203 3.3621 -0.007 0.008 -0.004
H -2.0571 3.7401 3.6032 0.006 0.003 0.012
```
Positions in Å, forces in eV/Å.

Calculated values
Energy above the lowest of the compared OMol25 structures with the same formula, charge and spin = 27.93 kcal/mol
E_LUMO = 3.419 eV
Total charge = -2

Mulliken population analysis, charges in e, atoms 1 to 8: 0.640, -0.984, 0.222, -1.269, 0.761, -0.744, -0.731, -0.342

(3)
The following is a quantum chemistry calculation of a 9-piece molecular cluster, C33H54O27P overall in a non-equilibrium geometry, from the Open Molecules 2025 dataset.

XYZ file:
```
115
Properties=species:S:1:pos:R:3:forces:R:3
C -1.1781 -1.3411 0.9869 0.104 -0.069 -0.131
C -0.8298 -1.0706 -0.4919 -0.530 0.224 0.514
C -0.9182 0.4333 -0.8397 -0.108 -0.094 -0.126
P 0.3369 0.9367 -1.9866 -0.043 0.086 -0.131
O 0.0412 2.4559 -2.3917 0.163 -0.207 0.010
C 0.1559 -0.0110 -3.5043 -0.226 0.138 -0.349
C -0.5396 0.7816 -4.6242 -0.141 -0.048 0.042
O 0.2992 1.6474 -5.3492 -0.060 -0.177 -0.148
C 1.9808 0.9082 -1.2792 -0.218 -0.155 0.233
C 2.7521 -0.4154 -1.4359 -0.068 -0.067 -0.226
O 4.1146 -0.3097 -1.1479 -0.264 0.190 0.016
C 4.4382 0.4449 0.0249 1.006 0.022 0.339
C 4.9024 1.8672 -0.3105 -0.677 -0.272 0.028
H -0.5088 -2.0798 1.4245 0.001 -0.033 0.004
H -2.1886 -1.7361 1.0811 -0.011 0.048 0.045
H -1.1100 -0.4338 1.5836 0.030 0.009 0.045
H 0.1370 -1.5015 -0.7483 0.067 0.026 -0.010
H -1.5683 -1.5813 -1.0985 0.222 -0.184 -0.227
H -0.8626 1.0943 0.0289 0.168 -0.056 0.076
H -1.8669 0.6568 -1.3367 -0.021 0.065 0.023
H 0.5444 3.0757 -1.8511 -0.035 0.333 0.021
H -0.4664 -0.8800 -3.2782 0.107 -0.068 0.204
H 1.1144 -0.3913 -3.8535 0.063 0.010 0.004
H -1.3971 1.3273 -4.2163 0.028 0.084 0.000
H -0.9440 0.0610 -5.3356 0.043 -0.043 -0.016
H 1.0830 1.8762 -4.8503 0.088 0.182 0.158
H 2.5329 1.7443 -1.7166 0.077 -0.091 -0.160
H 1.8199 1.1547 -0.2241 0.178 0.093 0.027
H 2.2657 -1.1942 -0.8364 0.062 0.036 0.144
H 2.6932 -0.7416 -2.4758 0.064 -0.078 0.013
H 5.2791 -0.0649 0.4970 -0.100 -0.261 -0.113
H 3.6320 0.4377 0.7563 -0.154 -0.036 -0.077
H 5.1202 1.9107 -1.3755 0.123 0.144 0.009
H 4.1078 2.5725 -0.0648 0.138 0.195 -0.103
H 5.7950 2.1325 0.2493 0.015 0.062 0.018
C 8.2953 2.1050 -4.4933 0.082 -0.074 0.002
C 7.9771 1.6057 -3.0965 0.092 -0.077 -0.016
O 7.2698 2.7176 -2.5357 0.053 -0.021 -0.025
C 6.7363 3.4403 -3.5486 -0.021 -0.069 0.005
O 5.9423 4.3121 -3.4059 -0.084 0.028 0.013
O 7.2158 3.0155 -4.7381 0.029 0.004 0.001
H 8.2995 1.3221 -5.2460 -0.110 0.049 -0.050
H 9.2359 2.6550 -4.5373 -0.008 0.016 0.028
H 7.3163 0.7365 -3.1033 -0.017 0.013 -0.014
H 8.8572 1.3848 -2.4995 -0.019 0.107 0.066
C 0.8492 1.7150 4.6870 -0.110 0.034 0.101
C -0.1129 1.0674 3.7156 -0.124 -0.203 0.177
O 0.3418 1.5993 2.4512 -0.042 -0.071 -0.029
C 1.6324 1.9532 2.5894 0.010 0.011 0.040
O 2.3396 2.2559 1.6693 -0.084 0.062 -0.061
O 2.0193 1.9130 3.8643 -0.014 0.048 0.036
H 1.0981 1.0912 5.5396 0.140 -0.028 -0.064
H 0.4968 2.6861 5.0326 -0.009 0.015 -0.043
H -0.0092 -0.0189 3.6861 0.057 0.020 -0.010
H -1.1471 1.3459 3.8946 0.101 0.078 -0.176
C 1.0752 -4.8741 -4.5342 0.166 0.006 -0.184
C 1.9173 -3.9925 -3.6336 0.099 -0.088 -0.032
O 0.9185 -3.1719 -3.0003 0.027 0.040 -0.010
C -0.2639 -3.8425 -3.0387 0.043 -0.149 0.019
O -1.2371 -3.5007 -2.4408 -0.016 0.102 -0.137
O -0.1747 -4.9219 -3.8232 0.012 0.030 0.007
H 1.4773 -5.8747 -4.6581 -0.141 -0.069 0.095
H 0.9005 -4.4306 -5.5140 -0.023 -0.005 0.012
H 2.4442 -4.5554 -2.8625 -0.032 -0.006 0.020
H 2.6266 -3.3722 -4.1746 -0.084 0.110 0.014
C -5.5764 -0.5789 3.1055 -0.168 0.233 -0.155
C -5.5150 -1.7134 2.1045 -0.096 -0.005 -0.010
O -4.3608 -2.4407 2.5531 -0.032 -0.003 -0.029
C -4.1645 -2.1655 3.8637 -0.138 0.045 0.051
O -3.3965 -2.7388 4.5671 0.054 -0.052 0.022
O -4.9594 -1.1500 4.2635 0.163 0.101 -0.068
H -6.5929 -0.2651 3.3319 -0.003 -0.142 0.164
H -4.9860 0.2849 2.7945 0.010 -0.016 -0.008
H -6.3855 -2.3646 2.1609 0.009 -0.005 0.038
H -5.3746 -1.3824 1.0788 0.158 -0.034 0.008
C -2.5550 -3.1159 -8.4356 -0.103 0.055 0.037
C -1.7159 -2.3670 -7.4157 -0.066 0.056 -0.053
O -0.6707 -3.3066 -7.1415 -0.055 0.145 0.115
C -0.5596 -4.1493 -8.2042 -0.007 -0.010 -0.029
O 0.3254 -4.9259 -8.3400 0.068 -0.059 0.035
O -1.5862 -3.9673 -9.0573 0.002 0.020 0.027
H -3.0173 -2.4720 -9.1778 0.093 -0.045 -0.096
H -3.3189 -3.7391 -7.9691 0.015 -0.003 0.021
H -1.2719 -1.4582 -7.8267 -0.004 -0.014 -0.029
H -2.2569 -2.1292 -6.5028 0.056 -0.113 0.059
C -8.0843 -4.9261 5.5637 0.056 -0.097 0.021
C -6.6875 -4.3976 5.2942 0.001 -0.094 0.095
O -6.9650 -3.2272 4.5105 0.107 -0.184 -0.046
C -8.2212 -2.8111 4.7874 -0.014 0.044 0.011
O -8.6691 -1.7715 4.4201 0.003 0.068 -0.031
O -8.8747 -3.7279 5.5234 0.015 -0.021 -0.009
H -8.1891 -5.4078 6.5311 -0.074 0.109 0.046
H -8.4355 -5.6010 4.7823 0.005 0.021 -0.020
H -6.1701 -4.0920 6.2040 -0.010 0.019 0.003
H -6.0566 -5.0821 4.7347 -0.015 0.079 -0.111
C -5.5235 2.0430 5.4866 -0.104 -0.023 0.096
C -5.3018 3.3017 6.3045 -0.133 -0.032 0.021
O -3.8800 3.4826 6.1937 -0.048 0.044 0.005
C -3.4598 2.8566 5.0865 0.148 -0.115 -0.037
O -2.3553 2.9249 4.6365 -0.006 0.154 0.052
O -4.4399 2.1115 4.5422 -0.181 -0.024 0.032
H -6.4769 2.0225 4.9666 0.069 0.040 -0.128
H -5.4119 1.1303 6.0725 0.030 0.003 0.006
H -5.7987 4.1736 5.8784 0.025 -0.001 -0.029
H -5.5820 3.1998 7.3483 0.134 -0.008 0.037
C 5.4436 5.9186 3.0395 -0.033 0.051 -0.065
C 5.2111 4.7428 2.1098 -0.117 0.003 -0.045
O 6.2998 3.8766 2.4442 -0.009 -0.015 -0.055
C 6.7110 4.1667 3.7040 -0.043 0.024 -0.009
O 7.4772 3.5155 4.3303 0.041 -0.044 0.034
O 6.1169 5.3030 4.1415 -0.013 0.012 -0.021
H 4.5275 6.3926 3.3808 0.017 -0.049 0.116
H 6.1006 6.6726 2.6033 0.012 -0.017 -0.015
H 4.2760 4.2181 2.3169 -0.007 0.020 0.015
H 5.2528 5.0027 1.0550 0.124 -0.043 -0.006
```
Positions in Å, forces in eV/Å.

Calculated values
E_LUMO = -2.174 eV
Total charge = +1

Mulliken population analysis, charges in e, atoms 1 to 8: -1.121, 0.222, -0.604, 1.025, -0.574, -0.312, -0.426, -0.509

| no. | DFT total energy (hartree) |
| --- | --- |
| 1 | -3840.757598 |
| 2 | -5003.602934 |
| 3 | -3662.570744 |